Molecular formula: C4H5Br
Method: DFT, ωB97M-V/def2-TZVPD

Geometry as XYZ:
```
10
Properties=species:S:1:pos:R:3:forces:R:3:nbo_charge:R:1
Br 1.67853 -0.00033 -3.17535 -0.6 0.4 0.9 0.06
C -0.46127 0.19893 0.73945 0.1 -0.3 0.7 -0.19
C 0.85817 0.74341 -1.60400 -1.0 -1.5 1.7 -0.26
H -0.93644 -0.43652 2.78261 -0.7 0.4 -0.8 0.21
C -0.94592 -0.67925 1.71112 2.4 3.2 -2.3 -0.36
H -1.01905 -1.66347 1.46688 -0.2 -2.9 -0.5 0.18
H -0.51235 1.19080 1.12401 0.5 1.0 -0.1 0.19
H 1.00837 1.75178 -1.39780 0.6 1.8 -0.4 0.20
H 0.12545 -1.13023 -0.97875 0.2 2.4 0.7 0.20
C 0.20452 0.02487 -0.66817 -1.3 -4.6 -0.1 -0.23
```
Forces are in eV/Å.

Output
* frontier orbital gap: 9.38 eV
* SMILES: C=C/C=C/Br
* E_HOMO: -9.028 eV
* energy above the lowest of the compared OMol25 structures with the same formula, charge and spin: 1.1026 eV

Molecular formula: C4H5Br2NO
Method: DFT, ωB97M-V/def2-TZVPD

Geometry as XYZ:
```
13
Properties=species:S:1:pos:R:3:forces:R:3:nbo_charge:R:1
H -1.91746 -1.55797 1.86407 -0.3 0.2 0.7 0.23
O 0.14327 -1.14532 -1.50632 0.3 3.2 0.2 -0.61
Br 1.63888 1.92847 0.78486 0.7 1.2 0.0 0.16
N -0.12365 1.20881 -1.72512 1.3 -5.2 -0.6 -0.82
H -0.84940 -2.01172 0.48290 0.3 0.5 0.4 0.26
H -0.18746 2.00860 -1.24162 -0.1 3.3 1.9 0.39
C -0.49459 -0.12770 1.30098 3.9 3.1 -0.5 -0.09
H -0.41540 0.79759 1.93305 -0.7 -1.3 -0.5 0.21
Br 2.35107 -1.24630 0.43564 -0.4 1.3 0.0 0.08
C 1.14629 0.30872 0.11353 -3.2 -4.5 1.7 -0.36
C 0.34428 0.03055 -1.14176 0.1 -0.3 -0.4 0.60
C -1.06733 -1.27358 1.27859 -0.7 -1.6 -1.4 -0.45
H -0.56850 1.07984 -2.57880 -1.1 0.1 -1.4 0.40
```
Forces are in eV/Å.

Output
* frontier orbital gap: 9.62 eV
* E_HOMO: -9.252 eV
* energy above the lowest of the compared OMol25 structures with the same formula, charge and spin: 1.9819 eV